Formula: C2H2Cl3NO
Source: the Open Molecules 2025 dataset
Level of theory: ωB97M-V with the def2-TZVPD basis set

Geometry (Å):
C -0.3265 -0.0366 0.7957
C 0.0754 -0.6798 -0.4950
N 0.4866 1.7377 0.3680
O -0.3123 2.3534 -0.2316
Cl -0.8562 -0.1031 -1.8681
Cl 0.1597 -2.4461 -0.3659
Cl 1.8476 -0.1752 -0.8588
H -1.3506 -0.1235 1.0185
H 0.2763 -0.5269 1.6374

Summary:
Energy relative to the best compared isomer or geometry (same formula, charge and spin) in eV: 3.646
Total charge: 0
LUMO level in eV: -0.63
Spin multiplicity: 1